No. 1
A molecular structure, C33H35F5N4OP2Tc. Source: OMol25; level of theory: the ωB97M-V functional and the def2-TZVPD basis.

```
81
Properties=species:S:1:pos:R:3:mulliken_spin:R:1
Tc 0.06509 -1.02619 2.38038 1.880
C -1.16826 1.21597 3.46684 -0.094
C -1.60774 0.54968 2.30110 -0.003
C -1.36995 1.24236 0.97278 0.016
C -0.00604 0.98425 0.31841 -0.234
C 1.05561 0.22074 1.07149 0.336
C 1.53273 0.73638 2.32359 -0.183
C 1.17805 2.12927 2.76967 -0.025
C -0.20336 2.31815 3.47733 0.010
C 1.79853 -1.82819 3.14778 -0.057
H -1.67461 1.03595 4.41432 0.008
H -2.59214 0.05084 2.36098 0.002
H -1.50494 2.33285 1.01726 -0.001
H -2.17472 0.91689 0.28757 -0.024
H -0.18289 0.37148 -0.58172 0.029
H 0.39890 1.93785 -0.05918 0.007
H 1.79177 -0.36730 0.47618 0.050
H 2.56653 0.48646 2.61968 0.009
H 1.22280 2.86812 1.94339 -0.004
H 1.95483 2.44666 3.49013 -0.002
H 0.01474 2.57776 4.52542 0.000
H -0.66687 3.21673 3.03091 0.004
H 2.20199 -1.29772 4.03262 0.012
H 2.63574 -1.87119 2.43342 0.000
H 1.61040 -2.85346 3.51634 0.019
P 1.51911 -0.90297 -1.83231 0.004
P -2.04967 0.13168 -1.89895 -0.004
N 2.89088 0.15243 -2.22292 0.001
N 2.23122 -2.24224 -2.85799 -0.026
N -2.13768 1.67141 -2.86026 0.004
N -3.58436 -0.50984 -2.48471 0.001
C 0.46763 -0.22500 -3.18198 -0.005
C -0.98520 -0.74653 -3.12383 -0.004
C 4.03818 0.15644 -1.41705 0.006
C 5.04501 0.86291 -2.07542 0.007
C 4.51943 1.27508 -3.33660 0.000
C 3.21559 0.81108 -3.41319 0.012
C 2.40453 -3.54207 -2.39018 0.338
C 2.93083 -4.32670 -3.39570 0.160
C 3.09866 -3.49752 -4.54168 0.117
C 2.67097 -2.22763 -4.18379 0.338
C -1.92051 2.93645 -2.29007 0.003
C -1.80870 3.87835 -3.30224 0.000
C -1.99751 3.19914 -4.53971 0.000
C -2.21459 1.85955 -4.24493 0.000
C -4.54415 -0.08018 -3.41286 0.000
C -5.28596 -1.17681 -3.83956 0.000
C -4.77497 -2.33412 -3.14439 0.000
C -3.75743 -1.89702 -2.31683 0.000
H 0.87802 -0.51088 -4.15976 0.007
H 0.48961 0.87443 -3.15267 -0.001
H -1.45438 -0.64182 -4.11909 0.001
H -1.02154 -1.81758 -2.85886 0.000
H 4.01537 -0.32713 -0.45903 0.000
H 6.03793 1.04081 -1.69790 0.000
H 5.04550 1.83370 -4.10464 0.001
H 2.49207 0.92275 -4.20951 0.001
H 2.11132 -3.76807 -1.36832 0.019
H 3.17290 -5.38967 -3.32706 -0.002
H 3.48186 -3.79146 -5.51861 0.000
H 2.63966 -1.33062 -4.79350 0.028
H -1.89729 3.05291 -1.22055 -0.002
H -1.61041 4.93842 -3.17044 0.000
H -1.97127 3.64607 -5.53482 0.000
H -2.44640 1.05180 -4.91961 0.000
H -4.64307 0.96261 -3.69590 0.000
H -6.08224 -1.18699 -4.56314 0.000
H -5.10120 -3.35330 -3.24829 0.000
H -3.09624 -2.43923 -1.65402 0.000
F -1.14226 0.60608 9.53513 0.004
C -0.86395 0.06857 8.33162 0.039
C 0.18111 0.52781 7.53385 -0.015
F 0.93981 1.53207 8.03206 -0.001
C 0.38575 -0.00636 6.26976 0.011
F 1.46459 0.44895 5.58018 -0.001
C -0.46111 -0.96794 5.63680 0.025
O -0.34982 -1.25524 4.34143 0.171
C -1.45231 -1.47077 6.55197 0.023
F -2.24555 -2.47430 6.12765 0.002
C -1.66444 -0.95580 7.82951 -0.016
F -2.67951 -1.43998 8.57626 -0.001
```

Output
gap between HOMO and LUMO (spin up / spin down) = 0.16090 / 0.12020 Ha
charge = +2
highest occupied orbital energy (spin up / spin down) = -12.621 / -12.621 eV
multiplicity = 4


No. 2
C3H4ClFO2 in the gas phase. Source: OMol25; level of theory: the ωB97M-V functional and the def2-TZVPD basis.

```
11
Properties=species:S:1:pos:R:3:nbo_charge:R:1
C -0.19651 0.74766 -0.19822 -0.526
C -1.12072 -0.58757 -0.11967 -0.066
C 1.15136 0.23422 0.24429 0.495
O -0.23378 -1.65151 -0.36086 -0.247
O 0.87394 -1.49734 0.37418 -0.255
F 1.51391 0.47638 1.55230 -0.328
Cl 2.42594 0.67470 -0.75912 0.068
H -0.17388 1.21758 -1.22286 0.239
H -0.70187 1.38050 0.45793 0.245
H -1.56860 -0.59596 0.82517 0.170
H -1.96980 -0.39866 -0.79315 0.206
```

Output
gap between HOMO and LUMO = 0.37558 Ha
structure (SMILES) = F[C@]1(Cl)CCOO1
highest occupied orbital energy = -9.509 eV
relative energy (zero: lowest compared OMol25 entry of this formula, charge and spin) = 102.7 kcal/mol


No. 3
2 unconnected molecules or ions with the total composition C29H22F4O5S2. Source: OMol25; level of theory: the ωB97M-V functional and the def2-TZVPD basis.

```
62
Properties=species:S:1:pos:R:3:nbo_charge:R:1
F 4.74940 -0.86819 -2.25267 -0.321
C 4.47892 0.07670 -1.28355 0.402
C 4.82743 1.39987 -1.53175 -0.297
C 4.47538 2.33204 -0.55639 0.411
F 4.79044 3.65934 -0.77195 -0.320
C 3.77735 1.99517 0.59673 -0.229
C 3.41818 0.64169 0.84265 -0.091
C 2.60441 0.26054 1.96184 0.068
C 1.75640 -0.83950 1.87048 -0.306
C 0.69064 -1.09337 2.72073 0.086
C -0.24669 -2.15453 2.59146 -0.114
C -1.34147 -2.16311 3.49946 -0.229
C -2.30899 -3.14385 3.39805 0.414
F -3.34997 -3.14610 4.29832 -0.318
C -2.27154 -4.15370 2.43185 -0.300
C -1.19242 -4.12544 1.54560 0.405
F -1.11625 -5.11727 0.59189 -0.322
C -0.18732 -3.16430 1.58587 -0.235
C 3.80603 -0.32764 -0.13273 -0.225
H 5.34540 1.69406 -2.43756 0.260
H 3.43651 2.76498 1.28594 0.249
H 2.49764 0.95684 2.78636 0.265
H 1.92926 -1.54020 1.05561 0.196
H 0.48192 -0.39606 3.53158 0.255
H -1.39574 -1.39452 4.26698 0.254
H -3.03677 -4.92025 2.37322 0.259
H 0.63482 -3.18331 0.87323 0.233
H 3.54155 -1.37685 -0.01569 0.233
C 5.19951 2.51692 3.78773 -0.263
O 4.16409 1.42752 3.73735 -0.597
C 3.83157 0.62025 4.74510 -0.418
S 2.38351 0.91949 5.85723 2.098
C 2.31577 2.66545 6.30678 -0.330
C 3.07289 3.20395 7.35355 -0.194
C 3.01730 4.57638 7.59252 -0.155
C 2.18467 5.39142 6.82374 -0.218
C 1.37908 4.83140 5.82845 -0.227
C 1.43459 3.46651 5.57397 -0.191
O 1.12097 0.71106 5.16539 -0.996
O 2.69807 0.13643 7.04002 -0.952
S 5.24694 0.21769 5.85240 2.072
C 5.10754 -1.15091 6.99524 -0.173
C 5.37959 -0.97120 8.35157 -0.209
C 5.30463 -2.07480 9.21203 -0.212
C 4.97051 -3.33585 8.70693 -0.204
C 4.71306 -3.49903 7.33826 -0.203
C 4.80263 -2.40198 6.47867 -0.222
O 6.35915 -0.10739 4.97002 -0.954
O 5.33726 1.41445 6.67973 -0.989
H 5.09392 2.98848 2.81266 0.178
H 4.93456 3.19246 4.60295 0.202
H 6.17536 2.04470 3.89113 0.220
H 3.69439 2.55070 7.96414 0.257
H 3.63290 4.99557 8.38541 0.209
H 2.16010 6.46246 6.99774 0.214
H 0.70031 5.43822 5.23733 0.215
H 0.79402 3.00405 4.82243 0.235
H 5.63710 0.01571 8.72889 0.244
H 5.50722 -1.94572 10.28153 0.218
H 4.91188 -4.19909 9.37778 0.215
H 4.44879 -4.47593 6.93147 0.214
H 4.62281 -2.50258 5.41123 0.229
```

Output
gap between HOMO and LUMO = 0.13235 Ha
highest occupied orbital energy = -6.776 eV
relative energy (zero: lowest compared OMol25 entry of this formula, charge and spin) = 9.5 kcal/mol


No. 4
C5H7NS in the gas phase. Source: OMol25; level of theory: the ωB97M-V functional and the def2-TZVPD basis.

```
14
Properties=species:S:1:pos:R:3:nbo_charge:R:1
C -0.37726 0.35241 1.39334 -0.328
C -0.45243 0.69155 0.15473 0.101
C 0.54814 -1.03316 -1.00187 0.125
C 0.12028 -1.04884 1.76345 -0.506
C -0.54856 1.73703 -0.80697 -0.727
N 0.47312 -1.01409 -2.22814 -0.713
S 1.09027 -1.82964 0.41699 0.249
H -0.95997 0.87847 2.16347 0.229
H 0.82102 -1.17225 2.59374 0.229
H -0.60567 -1.77816 1.92545 0.220
H 0.36369 1.51816 -1.56610 0.248
H -0.13806 2.59992 -0.35676 0.237
H -1.36074 1.75487 -1.53724 0.256
H 1.02618 -1.65626 -2.91409 0.378
```

Output
gap between HOMO and LUMO = 0.30717 Ha
highest occupied orbital energy = -7.520 eV
relative energy (zero: lowest compared OMol25 entry of this formula, charge and spin) = 99.4 kcal/mol


No. 5
2 unconnected molecules or ions with the total composition C5H14NO2. Source: OMol25; level of theory: the ωB97M-V functional and the def2-TZVPD basis.

```
22
Properties=species:S:1:pos:R:3:nbo_charge:R:1
O -2.73726 -0.00328 0.79364 -0.506
C -1.76213 -0.27181 0.13439 0.402
C -0.89138 0.85546 -0.38688 -0.141
C 0.40896 0.99583 0.40107 -0.418
C 1.15178 -0.38536 0.40538 -0.410
C 2.65767 -0.21594 0.29752 -0.618
N -1.77506 2.10631 -0.35392 -0.679
H -1.34529 -1.28426 0.18286 0.198
H -0.63396 0.74766 -1.44416 0.242
H 0.20382 1.22843 1.44712 0.229
H 1.03023 1.72839 -0.10357 0.230
H 0.85072 -0.88963 1.33115 0.217
H 0.68747 -1.04180 -0.32282 0.226
H 3.04902 -0.24737 -0.71196 0.222
H 3.19603 -0.97743 0.85163 0.234
H 2.94668 0.73686 0.74490 0.210
H -1.65029 2.63001 -1.21620 0.442
H -2.75013 1.80715 -0.26535 0.463
H -1.57335 2.72758 0.43273 0.447
H -1.10402 -3.58070 -0.51349 0.487
H 0.38983 -3.63801 -0.94592 0.496
O -0.34935 -3.02807 -0.75810 -0.972
```

Output
gap between HOMO and LUMO = 0.41090 Ha
charge = +1
highest occupied orbital energy = -14.595 eV
relative energy (zero: lowest compared OMol25 entry of this formula, charge and spin) = 39.4 kcal/mol


| no. | DFT total energy (eV) |
| --- | --- |
| 1 | -77135.3148 |
| 2 | -22506.3684 |
| 3 | -73201.0940 |
| 4 | -17619.3366 |
| 5 | -10990.0967 |